# 1
Here is a structure of composition C28H45BrCdN2OP2 from OMol25. Energies are from wB97M-V/def2-TZVPD.

Summary:
Total charge: +2
HOMO-LUMO gap (spin up / spin down), eV: 5.22 / 5.22
Energy above the lowest of the compared OMol25 structures with the same formula, charge and spin, kJ/mol: 275.2

Structure (XYZ):
```
80
Properties=species:S:1:pos:R:3:lowdin_charge:R:1
C -0.766 6.733 -3.747 -0.007
C -0.957 5.370 -4.081 -0.199
C -1.241 5.170 -5.444 -0.022
C -1.336 6.231 -6.357 -0.112
N -1.152 7.482 -5.968 0.069
C -0.874 7.753 -4.705 -0.116
C -0.914 4.205 -3.162 0.108
C -0.941 3.272 -2.352 0.054
C -1.106 2.299 -1.291 -0.273
C -0.262 2.181 -0.178 -0.050
C -0.635 1.533 1.008 -0.192
C -1.974 1.346 1.224 -0.738
C -2.624 0.861 0.015 -0.195
C -2.247 1.488 -1.217 -0.132
Cd -0.802 -0.449 -0.906 1.479
P 2.043 -1.451 1.172 0.959
H -1.404 4.179 -5.822 0.104
H -0.538 7.042 -2.745 0.105
H -1.571 6.043 -7.405 0.118
H -0.737 8.806 -4.441 0.122
H -2.968 1.459 -2.016 0.131
H 0.636 2.759 -0.147 0.130
H -3.666 0.593 0.107 0.114
H 0.086 1.394 1.804 0.087
C 2.367 -3.012 2.054 -0.415
C 3.248 -4.070 1.417 -0.135
H 1.381 -3.443 2.302 0.075
H 2.808 -2.682 3.005 0.083
H 3.322 -4.887 2.137 0.087
H 2.822 -4.482 0.499 0.063
H 4.268 -3.722 1.225 0.074
C 2.284 -1.628 -0.638 -0.461
C 3.135 -0.571 -1.372 -0.139
H 1.285 -1.547 -1.128 -0.038
H 2.666 -2.661 -0.746 0.077
H 2.951 -0.762 -2.446 0.083
H 2.805 0.466 -1.133 0.070
H 4.220 -0.708 -1.196 0.082
C 3.412 -0.332 1.705 -0.406
C 4.794 -0.935 1.725 -0.131
H 3.119 0.039 2.701 0.060
H 3.338 0.516 1.007 0.067
H 5.451 -0.099 1.960 0.085
H 4.907 -1.697 2.502 0.079
H 5.103 -1.326 0.754 0.069
Br -2.617 1.241 2.887 1.044
P -2.354 -3.097 -1.089 0.977
C -0.595 -3.483 -0.910 -0.498
C -0.243 -4.830 -1.528 -0.138
H -0.312 -3.504 0.152 0.069
H -0.054 -2.725 -1.521 0.013
H 0.819 -4.815 -1.776 0.073
H -0.392 -5.622 -0.790 0.088
H -0.840 -4.985 -2.435 0.074
C -3.126 -2.876 0.584 -0.394
C -4.436 -3.684 0.475 -0.174
H -3.304 -1.829 0.854 0.048
H -2.449 -3.293 1.345 0.086
H -4.888 -3.803 1.453 0.074
H -5.190 -3.150 -0.101 0.072
H -4.272 -4.677 0.039 0.069
C -2.573 -1.620 -2.184 -0.510
C -2.957 -1.862 -3.662 -0.112
H -1.534 -1.123 -2.349 0.003
H -3.293 -0.931 -1.713 0.058
H -3.266 -0.890 -4.090 0.086
H -2.063 -2.152 -4.246 0.091
H -3.790 -2.586 -3.697 0.094
C -0.378 2.141 5.247 -0.066
N 0.812 1.306 5.338 -0.187
C 1.871 1.700 6.260 -0.043
C 1.025 0.296 4.462 -0.320
O 0.261 0.025 3.524 -0.108
H -0.348 2.853 6.089 0.098
H -1.269 1.496 5.301 0.054
H -0.415 2.667 4.277 0.072
H 2.174 0.818 6.857 0.098
H 2.789 1.994 5.707 0.097
H 1.517 2.525 6.915 0.101
H 1.955 -0.280 4.641 0.138
```

***

# 2
Here is a structure of composition C28H45BrMgN2P2 from OMol25. Energies are from wB97M-V/def2-TZVPD.

Summary:
Total charge: +2
HOMO-LUMO gap (spin up / spin down), eV: 4.63 / 3.59
Energy above the lowest of the compared OMol25 structures with the same formula, charge and spin, kJ/mol: 54.2

Structure (XYZ):
```
79
Properties=species:S:1:pos:R:3:lowdin_charge:R:1
N 3.103 -7.152 -8.046 0.060
C 4.016 -6.993 -7.086 -0.125
C 3.832 -6.116 -6.005 -0.010
C 2.621 -5.397 -5.901 -0.217
C 1.652 -5.615 -6.911 -0.014
C 1.950 -6.488 -7.963 -0.129
C 2.366 -4.482 -4.798 -0.017
Mg -0.080 -0.115 0.371 0.364
P -4.616 -0.923 4.123 1.201
C 1.115 -4.075 -4.462 -0.047
C 0.827 -3.155 -3.392 -0.207
C -0.479 -3.120 -2.859 0.003
C -0.736 -2.372 -1.705 -0.152
C 0.251 -1.527 -1.252 -0.208
C 1.548 -1.527 -1.716 -0.097
C 1.840 -2.354 -2.820 0.004
Br -1.959 -1.491 1.255 0.310
H 3.234 -4.167 -4.211 0.116
H 0.233 -4.494 -4.953 0.114
H 4.625 -6.014 -5.265 0.111
H 0.693 -5.103 -6.912 0.102
H 4.940 -7.568 -7.178 0.112
H 1.232 -6.644 -8.769 0.112
H -1.251 -3.735 -3.315 0.128
H 2.849 -2.393 -3.242 0.120
H -1.691 -2.473 -1.192 0.047
H 2.336 -0.914 -1.270 0.109
P -1.307 1.136 -1.556 0.924
C -3.153 -1.998 4.406 -0.403
C -3.523 -3.273 5.153 -0.141
H -2.417 -1.408 4.972 0.093
H -2.703 -2.223 3.425 -0.036
H -2.618 -3.841 5.389 0.087
H -4.030 -3.035 6.094 0.078
H -4.176 -3.913 4.550 0.078
C -5.288 -1.438 2.492 -0.387
C -6.729 -0.946 2.323 -0.142
H -5.246 -2.535 2.461 0.095
H -4.619 -1.071 1.701 0.029
H -7.192 -1.418 1.451 0.086
H -7.326 -1.206 3.206 0.077
H -6.770 0.140 2.186 0.075
C -3.856 0.694 3.721 -0.382
C -3.570 1.474 5.004 -0.146
H -4.555 1.240 3.072 0.094
H -2.950 0.479 3.141 0.048
H -3.257 2.494 4.766 0.082
H -4.464 1.539 5.633 0.079
H -2.772 0.999 5.583 0.073
C -1.402 2.926 -1.147 -0.394
C -1.457 3.902 -2.318 -0.131
H -0.528 3.124 -0.506 0.055
H -2.297 3.034 -0.518 0.081
H -0.485 4.005 -2.813 0.070
H -2.203 3.616 -3.070 0.078
H -1.737 4.893 -1.944 0.085
C -3.074 0.617 -1.510 -0.398
C -3.578 -0.252 -2.660 -0.133
H -3.666 1.541 -1.416 0.086
H -3.167 0.059 -0.560 -0.007
H -3.654 0.315 -3.597 0.082
H -2.939 -1.131 -2.825 0.055
H -4.582 -0.619 -2.409 0.084
C -0.854 1.082 -3.330 -0.378
C 0.603 1.471 -3.595 -0.132
H -1.549 1.734 -3.880 0.087
H -1.041 0.054 -3.675 0.080
H 1.037 0.786 -4.333 0.082
H 0.678 2.489 -3.998 0.073
H 1.224 1.407 -2.692 0.056
C 3.293 2.827 3.220 -0.067
C 3.063 3.006 1.699 -0.177
C 2.106 2.056 1.147 -0.086
N 1.329 1.277 0.764 0.148
H 2.342 2.837 3.766 0.085
H 3.903 3.644 3.623 0.094
H 3.817 1.887 3.431 0.090
H 2.689 4.022 1.487 0.140
H 4.016 2.874 1.160 0.142
```

***

# 3
Here is a structure of composition C28H45EuN13O2 from OMol25. Energies are from wB97M-V/def2-TZVPD.

Summary:
HOMO-LUMO gap (spin up / spin down), eV: 6.88 / 6.91
2S+1: 8
Energy above the lowest of the compared OMol25 structures with the same formula, charge and spin, kJ/mol: 90.3

Structure (XYZ):
```
89
Properties=species:S:1:pos:R:3:lowdin_spin:R:1
Eu -1.053 0.545 -0.048 7.027
N 0.928 -1.150 1.255 -0.003
C 0.660 -1.670 2.620 0.000
C -0.652 -1.118 3.286 0.000
N -1.790 -1.099 2.333 -0.002
C -2.145 -2.481 1.896 0.000
C -3.073 -2.465 0.707 0.000
N -2.346 -1.976 -0.501 -0.004
C -2.909 -0.464 2.979 0.000
C -2.699 1.082 3.210 0.000
N -2.138 1.794 2.048 -0.007
H 1.548 -0.351 1.230 0.000
H 1.305 -1.882 0.597 0.000
H 0.573 -2.767 2.712 0.000
H 1.542 -1.388 3.317 0.000
H -0.843 -1.772 4.191 0.000
H -0.508 -0.128 3.691 0.000
H -1.298 -3.013 1.535 0.000
H -2.614 -2.987 2.801 0.000
H -3.484 -3.412 0.579 0.000
H -3.935 -1.791 0.885 0.000
H -1.736 -2.706 -0.767 0.000
H -2.927 -1.769 -1.287 0.000
H -3.847 -0.505 2.457 0.000
H -3.052 -0.931 4.003 0.000
H -3.615 1.495 3.508 0.000
H -1.973 1.262 4.035 0.000
H -2.859 2.394 1.557 0.000
H -1.358 2.421 2.379 0.000
C -4.818 1.276 -0.113 0.001
C -4.079 2.543 -0.331 0.000
C -4.321 3.779 0.244 0.000
C -3.143 4.572 0.036 0.000
C -2.248 3.738 -0.586 0.000
C -0.896 4.020 -1.204 0.001
N -2.768 2.495 -0.786 -0.008
H -5.411 1.092 -1.007 0.000
H -5.451 1.242 0.762 0.000
H -4.087 0.449 -0.059 0.001
H -5.195 4.186 0.810 0.000
H -2.963 5.613 0.284 0.000
H -0.060 3.530 -0.643 0.000
H -0.741 5.102 -1.312 0.000
H -0.910 3.698 -2.216 0.000
N 4.133 1.750 -4.241 0.000
C 3.687 1.046 -3.435 0.000
N 3.369 0.184 -2.445 0.001
C 2.366 0.495 -1.693 0.001
N 1.434 0.645 -1.022 -0.007
C -0.048 1.880 -5.115 0.000
N -0.282 0.766 -4.346 0.000
C 0.369 -0.534 -4.608 0.000
C -1.083 0.873 -3.334 0.001
O -1.193 -0.017 -2.461 -0.006
H -0.629 2.672 -4.792 0.000
H -0.351 1.587 -6.134 0.000
H 1.083 2.234 -5.184 0.000
H -0.427 -1.249 -4.674 0.000
H 0.998 -0.760 -3.785 0.000
H 0.918 -0.377 -5.530 0.000
H -1.655 1.789 -3.133 0.000
N 4.630 -2.362 -3.950 0.000
C 4.224 -3.653 -3.762 0.000
O 4.664 -4.569 -4.431 0.000
C 3.124 -3.866 -2.736 0.000
C 2.961 -5.082 -2.069 0.000
C 1.923 -5.313 -1.187 0.000
N 0.882 -4.495 -1.009 0.000
C 1.043 -3.288 -1.632 0.000
C 2.110 -2.951 -2.464 0.000
H 5.364 -2.249 -4.623 0.000
H 4.564 -1.560 -3.309 0.000
H 3.725 -5.856 -2.205 0.000
H 1.866 -6.234 -0.627 0.000
H 0.225 -2.582 -1.557 0.000
H 2.122 -1.966 -2.837 0.000
N 4.402 1.389 5.445 0.000
C 3.424 1.601 4.530 0.000
C 2.095 1.951 5.006 0.000
C 1.058 1.966 4.052 0.000
N 1.242 1.941 2.731 0.001
C 2.543 1.786 2.347 0.000
C 3.642 1.614 3.139 0.000
H 4.139 1.124 6.371 0.000
H 5.348 1.450 5.081 0.000
H 1.968 2.153 6.041 0.000
H 0.045 2.135 4.421 0.000
H 2.748 1.970 1.308 0.000
H 4.617 1.461 2.775 0.000
```

***

# 4
Here is a cluster of 15 separate species, C28H45FN15O3S in total from OMol25. Energies are from wB97M-V/def2-TZVPD.

Summary:
Total charge: +1
HOMO-LUMO gap, eV: 9.40

Structure (XYZ):
```
93
Properties=species:S:1:pos:R:3:lowdin_charge:R:1
O 1.563 -2.378 -1.912 -0.220
S 1.416 -1.477 -2.983 0.658
O 2.269 -0.366 -3.113 -0.170
F 1.237 -2.200 -4.302 -0.038
N -0.215 -0.771 -2.697 -0.035
O -1.177 -1.020 -3.671 0.041
H -0.108 0.258 -2.565 0.118
H -0.536 -1.157 -1.776 0.072
H -1.625 -1.846 -3.418 0.145
C -0.161 2.579 -5.173 -0.054
C -0.576 2.961 -3.826 -0.276
N -0.898 3.272 -2.768 0.152
H 0.869 2.227 -5.157 0.084
H -0.811 1.789 -5.550 0.085
H -0.229 3.435 -5.841 0.080
C -3.190 4.945 -5.884 -0.073
C -3.845 3.922 -6.691 -0.287
N -4.333 3.100 -7.324 0.129
H -3.164 4.624 -4.843 0.073
H -2.172 5.093 -6.239 0.072
H -3.727 5.888 -5.952 0.086
C -4.002 -1.102 -0.567 -0.058
C -2.576 -1.307 -0.388 -0.201
N -1.454 -1.472 -0.186 0.162
H -4.175 -0.323 -1.307 0.085
H -4.476 -2.026 -0.895 0.096
H -4.450 -0.791 0.376 0.046
C 0.378 0.552 1.853 -0.070
C 0.382 0.942 0.454 -0.263
N 0.351 1.222 -0.659 0.159
H -0.533 0.913 2.330 0.073
H 0.414 -0.534 1.931 0.072
H 1.241 0.980 2.358 0.050
C 3.670 -2.392 0.275 -0.078
C 3.403 -1.607 1.474 -0.239
N 3.197 -0.970 2.408 0.146
H 2.767 -2.435 -0.332 0.024
H 4.470 -1.929 -0.299 0.033
H 3.966 -3.404 0.542 0.079
C 6.161 -4.284 -3.199 -0.047
C 6.193 -3.183 -2.244 -0.225
N 6.215 -2.327 -1.480 0.153
H 5.956 -3.901 -4.196 0.086
H 7.123 -4.792 -3.204 0.091
H 5.383 -4.991 -2.917 0.088
C 1.501 -5.680 1.947 -0.053
C 1.697 -5.289 0.556 -0.265
N 1.851 -4.979 -0.539 0.142
H 0.591 -5.226 2.332 0.086
H 1.418 -6.763 2.016 0.089
H 2.346 -5.347 2.547 0.086
C -2.777 3.028 0.172 -0.066
C -4.040 2.301 0.271 -0.265
N -5.042 1.745 0.353 0.148
H -1.942 2.331 0.145 0.036
H -2.759 3.626 -0.737 0.062
H -2.665 3.686 1.032 0.088
C -4.799 -3.259 2.797 -0.077
C -5.760 -2.430 2.082 -0.290
N -6.531 -1.783 1.528 0.142
H -5.327 -4.064 3.306 0.068
H -4.077 -3.685 2.101 0.076
H -4.272 -2.656 3.533 0.032
C 4.641 2.258 2.352 -0.067
C 3.364 2.891 2.054 -0.253
N 2.347 3.368 1.815 0.144
H 5.171 2.026 1.431 0.069
H 5.255 2.926 2.952 0.089
H 4.466 1.335 2.905 0.060
C 8.192 -0.186 -0.089 -0.087
C 8.160 0.893 0.892 -0.280
N 8.133 1.731 1.675 0.131
H 7.986 0.206 -1.082 0.079
H 9.171 -0.661 -0.087 0.086
H 7.433 -0.922 0.159 0.040
C -9.213 -2.997 4.113 -0.065
C -8.064 -3.446 4.890 -0.283
N -7.151 -3.793 5.492 0.128
H -9.747 -3.857 3.715 0.084
H -9.885 -2.423 4.748 0.085
H -8.875 -2.371 3.289 0.067
C 1.551 6.214 0.252 -0.087
C 2.014 7.572 0.510 -0.287
N 2.379 8.640 0.714 0.124
H 2.302 5.495 0.566 0.036
H 0.634 6.023 0.804 0.076
H 1.358 6.088 -0.813 0.077
C -1.591 0.922 5.411 -0.056
C -2.420 0.026 4.613 -0.260
N -3.071 -0.679 3.985 0.155
H -1.607 0.611 6.454 0.090
H -0.564 0.898 5.050 0.077
H -1.972 1.939 5.340 0.089
```

***

# 5
Here is a structure of composition C28H45N2O3P3W from OMol25. Energies are from wB97M-V/def2-TZVPD.

Summary:
Total charge: +4
HOMO-LUMO gap (spin up / spin down), eV: 6.58 / 5.54
2S+1: 3
Energy above the lowest of the compared OMol25 structures with the same formula, charge and spin, kJ/mol: 0.0

Structure (XYZ):
```
82
Properties=species:S:1:pos:R:3:lowdin_spin:R:1
P -2.834 1.424 -0.959 0.022
C -3.083 1.437 0.832 0.007
H -3.946 2.070 1.067 0.001
H -2.184 1.846 1.306 0.000
H -3.268 0.420 1.180 0.000
C -2.920 3.196 -1.332 0.002
H -2.999 3.352 -2.414 0.000
H -2.002 3.663 -0.954 0.000
H -3.793 3.625 -0.825 0.000
C -4.412 0.668 -1.473 0.001
H -5.226 1.365 -1.270 0.000
H -4.549 -0.252 -0.895 0.000
H -4.381 0.430 -2.540 0.000
P -0.543 -2.804 -2.492 -0.007
C -0.636 -3.939 -1.091 -0.001
H -0.496 -4.972 -1.439 0.000
H -1.609 -3.857 -0.601 0.000
H 0.147 -3.669 -0.380 0.000
C -1.902 -3.530 -3.470 0.000
H -1.929 -3.163 -4.500 0.000
H -2.851 -3.258 -2.988 0.000
H -1.830 -4.625 -3.486 0.000
C 1.007 -3.422 -3.236 0.000
H 0.899 -4.468 -3.563 0.000
H 1.793 -3.371 -2.469 0.000
H 1.320 -2.807 -4.087 0.000
P 2.108 1.106 -1.299 0.088
C 3.009 0.812 0.232 0.035
H 3.852 1.513 0.318 0.006
H 3.376 -0.226 0.235 0.000
H 2.308 0.953 1.061 0.000
C 3.372 0.868 -2.562 0.008
H 4.310 1.333 -2.236 0.003
H 3.093 1.301 -3.525 0.000
H 3.545 -0.202 -2.696 0.001
C 1.667 2.853 -1.134 -0.004
H 2.581 3.476 -1.087 0.000
H 1.110 2.973 -0.194 0.000
H 1.047 3.202 -1.970 0.000
W -0.685 -0.113 -2.536 0.456
C -1.793 -0.880 -0.981 -0.006
O -2.368 -1.503 -0.136 -0.006
C 0.947 -0.546 -0.967 0.131
O 1.220 -1.422 -0.169 0.080
C 0.585 0.092 -4.352 0.011
C 0.367 1.396 -3.884 0.056
C -0.929 1.838 -3.617 0.025
C -2.038 1.001 -3.857 0.057
C -1.834 -0.297 -4.375 0.011
C -0.522 -0.743 -4.621 0.022
H 1.592 -0.293 -4.453 0.000
H 1.199 2.088 -3.769 0.002
H -1.076 2.848 -3.254 0.000
H -3.040 1.377 -3.732 0.001
H -2.682 -0.972 -4.476 0.001
H -0.361 -1.725 -5.057 0.000
C 0.531 0.088 6.141 0.034
N -0.060 -0.028 4.810 0.295
N 0.575 0.461 3.719 0.093
C -0.204 0.235 2.585 0.067
O 0.124 0.613 1.442 0.283
C -1.372 -0.454 3.095 0.210
C -1.268 -0.517 4.468 -0.019
C -2.172 -1.095 5.498 -0.013
C 2.003 0.564 3.716 0.006
C 2.755 -0.583 3.446 0.002
C 4.150 -0.481 3.405 0.001
C 4.764 0.749 3.634 0.000
C 4.004 1.896 3.862 0.001
C 2.609 1.819 3.908 0.001
H -0.153 0.630 6.809 0.014
H 1.484 0.621 6.040 0.000
H 0.670 -0.922 6.564 0.015
H -2.170 -0.789 2.453 0.009
H -1.695 -1.910 6.058 -0.004
H -2.487 -0.341 6.222 -0.004
H -3.076 -1.497 5.036 0.000
H 2.233 -1.521 3.270 0.000
H 4.737 -1.381 3.241 0.000
H 5.851 0.825 3.610 0.000
H 4.476 2.867 4.048 0.000
H 1.956 2.683 4.091 0.000
```